Record 1
111
Properties=species:S:1:pos:R:3 method="wB97M-V/def2-TZVPD" multiplicity=1 charge=0 homo_energy_ev=-8.917 gap_ev=8.8522 energy_ev=-95968.1682
Cl 2.112 -0.386 3.759
Cl 1.045 -2.966 5.160
O 2.880 -2.267 1.076
O 0.296 -8.650 3.653
O 1.269 -0.710 -2.811
O 4.879 6.786 -3.193
O -7.651 2.462 -1.451
O 5.207 5.738 -1.336
O 1.379 -6.787 3.767
O 6.625 -0.787 -0.168
O 1.568 -8.251 5.476
O -8.753 4.401 -1.804
O 6.266 -0.384 2.005
O -1.516 -2.816 -1.203
O -9.254 2.696 -3.025
O 5.475 7.981 -1.371
N -3.354 -1.796 -0.348
N 2.095 -2.026 -1.102
C -3.949 -2.998 0.302
C 0.348 2.935 -1.442
C -2.722 1.358 0.667
C 1.741 2.551 -1.979
C -9.059 1.326 -3.383
C 1.127 -7.926 4.406
C 4.846 8.004 -3.939
C -7.981 4.994 -0.757
C -3.868 0.549 1.326
C -0.769 0.317 -0.607
C -0.795 -3.207 3.134
C 0.232 -0.756 1.844
C -4.932 -0.007 0.385
C 0.333 -2.392 3.697
C -4.407 -0.859 -0.774
C -0.061 -9.909 4.224
C 1.233 -1.008 -1.655
C -0.828 2.348 -2.214
C 0.782 -1.291 3.105
C 4.612 0.506 -0.591
C 7.707 -2.162 1.451
C 6.131 0.527 -0.481
C 0.859 -1.027 0.630
C 4.084 1.705 -1.398
C 2.058 -1.855 0.323
C -0.922 0.029 1.802
C 5.213 6.939 -1.912
C -1.438 0.555 0.611
C -3.054 -2.169 -2.856
C -8.471 3.121 -2.036
C -2.568 -2.275 -1.431
C 2.264 -5.900 4.463
C 6.794 -1.021 1.136
C 2.717 2.194 -0.870
C -1.207 0.867 -1.938
C 5.550 5.750 0.051
C 0.364 -0.502 -0.554
H -3.880 -3.859 -0.365
H -0.575 -9.770 5.173
H 7.271 -2.729 2.267
H -2.526 2.223 1.298
H 5.504 4.720 0.394
H -0.622 2.420 -3.282
H 4.180 0.466 0.405
H -5.551 0.782 -0.041
H -4.097 -0.217 -1.593
H -9.279 0.674 -2.541
H -0.437 -3.933 2.407
H -8.312 6.025 -0.678
H 4.837 6.345 0.619
H -2.996 1.692 -0.326
H 4.564 7.736 -4.953
H -0.732 -10.389 3.517
H 4.807 2.521 -1.352
H -0.857 0.207 -2.722
H -6.921 4.972 -1.001
H -2.579 -2.971 -3.409
H 1.670 -2.912 -1.373
H 1.837 -5.609 5.417
H 2.382 -5.023 3.838
H 3.986 1.401 -2.438
H -4.132 -2.300 -2.929
H 7.841 -2.829 0.604
H -5.618 -0.635 0.955
H -1.521 -2.535 2.688
H 6.467 1.258 0.248
H -3.407 -3.270 1.202
H -9.754 1.118 -4.191
H 2.163 3.415 -2.495
H -8.041 1.161 -3.730
H -3.504 -0.262 1.951
H 4.382 -0.397 -1.151
H -2.770 -1.225 -3.310
H 2.913 3.109 -0.310
H 5.828 8.475 -3.950
H 8.672 -1.784 1.772
H 0.268 4.016 -1.566
H 0.821 -10.532 4.364
H -2.294 0.830 -1.963
H 6.559 6.131 0.196
H -1.422 0.206 2.746
H 6.520 0.770 -1.467
H -1.262 -3.760 3.944
H 2.323 1.445 -0.186
H 4.107 8.688 -3.527
H -4.385 1.232 2.001
H 1.644 1.771 -2.731
H -5.261 -1.432 -1.156
H 3.236 -6.368 4.611
H -8.159 4.484 0.188
H 0.282 2.764 -0.367
H -5.005 -2.845 0.501
H -1.699 2.979 -2.031

=====

Record 2
111
Properties=species:S:1:pos:R:3 method="wB97M-V/def2-TZVPD" s2=8.761 multiplicity=6 de_lowest_ev=0.000 charge=0 homo_energy_ev="-6.187 / -6.176" gap_ev="6.1346 / 6.1229" energy_ev=-100450.2872
Sm -1.083 -0.270 0.666
P 1.390 0.280 -2.020
P -2.506 2.434 3.182
F 4.170 -4.145 3.209
O -2.745 -0.919 -0.768
O -3.422 -5.166 2.452
N 0.248 0.171 -0.989
N 2.343 -1.082 -2.353
N -0.323 1.983 4.883
N 2.522 1.410 -1.385
N 0.698 0.641 -3.518
N -2.738 4.249 0.973
N -0.183 0.791 2.932
N -2.499 -2.072 -0.112
N -2.847 -4.042 1.718
N -1.991 2.162 0.488
N -4.664 0.678 3.790
N -3.178 -0.213 2.344
C -5.417 1.669 4.576
C -3.121 5.378 1.789
C -3.132 -4.247 0.447
C 1.737 -2.241 -3.047
C 2.225 2.194 -0.178
C 1.362 2.098 -5.391
C -3.486 0.909 3.043
C -0.755 0.911 -3.693
C 3.577 2.028 -2.240
C 4.815 2.273 0.009
C -4.127 -1.160 2.558
C -3.263 -5.603 -0.116
C -2.541 4.169 -0.422
C 0.814 1.151 4.962
C 3.559 -3.852 -2.326
C -1.095 1.791 -4.875
C 3.468 2.303 0.766
C -3.969 -3.159 -1.679
C 4.206 -2.621 -1.672
C 3.190 -2.353 1.889
C 2.071 -1.704 1.332
C 0.775 -2.103 1.642
C 1.728 -3.972 2.829
C -3.140 -3.138 -0.455
C -5.074 -0.633 3.458
C -0.876 1.729 3.616
C 2.044 -3.586 -2.386
C -2.317 3.027 1.499
C 0.050 2.808 -5.079
C 3.050 -3.516 2.659
C 0.594 -3.250 2.391
C -2.132 2.862 -0.680
C 1.448 0.684 -4.785
C -0.725 3.014 5.826
C 3.794 -1.259 -2.192
C 4.625 2.798 -1.437
C 0.834 0.428 3.806
H -2.791 -6.340 0.546
H 3.377 3.276 1.277
H -2.803 6.314 1.319
H 1.921 3.198 -0.480
H 1.569 -4.966 3.316
H 1.060 -0.063 -5.485
H -0.537 2.698 6.860
H -0.230 3.968 5.652
H 2.198 -0.785 0.739
H -5.542 2.600 4.004
H 0.621 -2.174 -3.044
H 4.013 -2.628 -0.578
H -5.949 -1.136 3.927
H -3.990 -2.133 2.088
H 2.470 0.417 -4.621
H -1.088 1.425 -2.780
H -5.006 -3.468 -1.471
H 4.202 -0.519 -1.519
H -3.252 -4.896 3.351
H -1.390 1.169 -5.783
H 5.535 2.917 0.545
H 2.275 2.678 -5.109
H 5.599 2.703 -1.939
H 5.271 -2.769 -1.786
H 1.529 -4.345 -2.995
H -1.806 3.177 5.737
H 4.059 1.279 -2.877
H 3.138 2.722 -2.969
H 1.400 1.727 0.387
H -4.299 -5.910 -0.228
H -2.783 -5.633 -1.116
H -6.424 1.307 4.777
H 1.497 2.004 -6.495
H -4.228 5.428 1.960
H -1.906 2.370 -1.614
H 4.354 3.882 -1.376
H -3.545 -3.838 -2.407
H -4.903 1.930 5.518
H 1.544 -0.354 3.568
H 2.099 -2.235 -4.095
H 4.222 -1.125 -3.204
H 0.157 3.400 -4.113
H -1.310 -0.042 -3.740
H 3.826 -4.781 -1.803
H 5.205 1.242 0.003
H 1.516 1.077 5.797
H 3.369 1.502 1.501
H -0.383 -3.547 2.774
H -3.920 -2.170 -2.139
H -2.000 2.356 -4.566
H 3.886 -3.979 -3.351
H 4.195 -1.970 1.653
H -2.730 4.995 -1.090
H -2.651 5.296 2.775
H -0.245 3.515 -5.836
H 1.613 -3.486 -1.400

=====

Record 3
119
Properties=species:S:1:pos:R:3 method="wB97M-V/def2-TZVPD" s2=0.756 multiplicity=2 de_lowest_ev=0.000 charge=+2 homo_energy_ev="-12.695 / -12.695" gap_ev="7.5625 / 4.4258" energy_ev=-185397.3947
Hf -0.635 0.469 -0.543
Se -0.114 2.790 0.169
S 0.958 -3.494 0.986
S -0.099 -6.877 1.611
S -1.760 -3.560 1.524
S 3.640 2.944 -2.788
Si 0.142 5.125 -0.158
O 1.251 -0.404 0.176
O 1.005 0.132 -1.906
O 2.711 4.031 -2.914
O 5.054 3.132 -2.755
N 1.630 2.873 4.727
N -3.414 -0.492 0.667
N -1.337 -1.623 -1.187
N -5.277 -2.551 -0.135
N -2.216 0.051 1.016
N -5.073 -1.483 -0.956
N -2.378 1.008 -1.917
N 3.205 1.227 3.880
N -3.620 0.529 -1.613
N 3.217 2.245 -1.361
N -2.669 -1.779 -1.383
N 0.840 1.044 3.312
N 1.590 0.605 5.596
C 1.789 -0.204 -0.965
C -0.729 -2.606 -1.859
C 2.987 2.635 4.231
C 3.266 -0.261 -1.161
C 2.046 1.741 -4.659
C 2.950 0.417 5.075
C 3.893 1.111 -0.792
C 0.471 -2.777 2.571
C 2.229 0.857 2.862
C -2.335 -5.246 1.288
C -2.890 -2.861 -2.139
C 0.650 0.254 4.539
C -3.906 2.498 -2.594
C 1.929 -4.954 1.489
C -2.557 2.193 -2.517
C 1.417 2.030 5.905
C -6.435 -3.068 -0.500
C 2.758 -0.111 -6.042
C -1.669 -3.431 -2.463
C -6.101 -1.366 -1.841
C 0.693 2.468 3.688
C 3.296 1.764 -4.059
C -0.732 -3.564 3.030
C 1.913 5.501 0.268
C -2.298 0.388 2.311
C -1.064 5.866 1.056
C 4.285 0.873 -4.443
C 2.469 -1.098 -7.137
C -7.002 -2.362 -1.577
C -3.552 0.065 2.806
C -1.352 -6.155 0.528
C 4.006 -0.067 -5.424
C -4.538 1.430 -1.985
C 1.786 0.809 -5.647
C -4.231 -0.477 1.727
C 1.440 -6.257 0.888
C -0.299 5.476 -1.933
B -3.741 -0.802 -0.817
H -1.073 6.953 0.972
H 1.318 -6.187 -0.194
H -3.930 0.217 3.802
H -0.881 -5.595 -0.278
H -1.496 -4.291 -3.084
H 0.821 0.808 -6.140
H -2.076 5.502 0.868
H 3.476 -0.525 -2.196
H -3.254 -5.145 0.709
H 3.338 -1.714 -7.358
H 2.590 5.085 -0.475
H -1.343 5.222 -2.130
H -0.165 6.538 -2.148
H 3.158 3.253 3.347
H 4.934 1.123 -1.114
H -6.827 -3.929 0.018
H 0.407 2.192 6.287
H 2.375 -0.191 2.584
H 0.209 -1.742 2.330
H 2.954 -4.754 1.168
H 2.127 2.314 6.682
H -1.281 -3.130 3.866
H -0.370 0.403 4.906
H 2.268 2.447 -1.068
H -0.789 5.613 2.082
H 0.865 3.077 2.799
H -5.585 1.276 -1.789
H -1.949 -6.950 0.080
H -1.703 2.770 -2.838
H 5.273 0.939 -4.007
H -0.479 -4.598 3.258
H 2.185 -7.034 1.060
H 2.169 5.105 1.253
H 1.301 2.472 -4.372
H 3.706 2.927 4.997
H 3.898 1.212 0.295
H -1.436 0.837 2.783
H 1.281 -2.747 3.300
H 0.348 -2.653 -1.887
H -6.105 -0.632 -2.628
H 0.781 -0.805 4.301
H -7.925 -2.558 -2.092
H -4.366 3.370 -3.022
H 2.179 -0.582 -8.053
H -0.330 2.641 4.032
H -5.233 -0.858 1.646
H 3.668 0.687 5.850
H 1.928 -5.001 2.578
H 4.782 -0.753 -5.741
H 1.645 -1.758 -6.862
H 0.362 4.920 -2.599
H 2.383 1.472 1.971
H -2.577 -5.673 2.261
H 2.067 6.582 0.294
H -3.892 -3.155 -2.402
H 3.680 -1.009 -0.484
H 3.094 -0.639 4.828

=====

Record 4
116
Properties=species:S:1:pos:R:3 method="wB97M-V/def2-TZVPD" multiplicity=1 de_lowest_ev=15.057 charge=-1 homo_energy_ev=-4.559 gap_ev=6.4495 energy_ev=-97560.3375
Al -1.039 -0.315 1.021
F -1.060 3.717 2.490
F 9.084 -0.411 -7.280
F 2.835 -0.942 -7.563
F -1.505 5.528 1.369
F 8.026 -1.870 -9.451
F 1.108 6.480 1.991
F 7.218 -0.686 -6.192
F -0.601 8.111 1.209
F -0.022 9.906 2.297
F 4.571 -1.383 -6.328
F 5.765 1.034 -7.251
F 3.836 1.280 -6.291
F -1.272 8.894 4.616
F 6.895 -0.079 -8.993
F 0.337 7.635 3.894
F 1.056 4.574 0.958
O -0.471 -1.370 3.651
O -1.822 7.005 3.583
O 6.070 -2.116 -8.426
O -0.342 -0.698 6.868
C 0.233 1.149 1.683
C 0.653 4.356 -2.576
C 1.796 0.984 1.219
C -5.138 -5.835 -1.148
C -6.251 -4.810 -0.441
C -0.926 8.890 2.272
C 2.060 0.363 -3.953
C -5.424 -3.507 0.110
C 0.956 -1.325 6.574
C -1.411 -1.275 6.023
C -5.238 -0.748 0.010
C 1.844 2.008 -3.804
C 4.189 -0.749 -7.468
C -0.762 5.052 2.405
C -1.433 -0.631 4.483
C 2.258 -1.700 1.521
C 2.645 0.005 3.665
C -3.416 -7.864 -0.820
C -2.980 0.467 1.051
C 7.235 -1.295 -8.504
C 4.831 -1.447 -8.676
C 1.684 -2.004 7.906
C -0.089 1.736 -1.750
C -4.010 -0.831 1.094
C 2.650 -0.156 2.031
C -4.258 -6.679 -0.015
C 7.993 -1.214 -7.175
C -1.077 -1.869 2.406
C 0.812 2.717 -2.735
C 1.148 -0.576 -2.959
C 0.729 5.190 2.127
C 0.085 0.107 -1.863
C -0.898 8.094 3.581
C -6.228 -2.081 0.016
C 4.450 0.750 -7.383
C -0.723 -0.948 -0.903
C -1.238 5.706 3.711
H -4.913 -0.571 -1.100
H -3.150 1.190 1.983
H 3.754 0.284 4.007
H -0.831 2.143 -0.938
H -3.242 1.044 0.045
H -0.219 -2.009 -0.939
H 2.326 2.027 1.458
H 4.884 -0.799 -9.559
H -2.163 -2.230 2.650
H -5.625 -6.576 -1.920
H -1.098 0.501 4.625
H -2.054 5.080 4.091
H -6.680 -5.430 0.482
H -0.474 -2.774 1.927
H 0.169 1.148 2.870
H -0.178 2.223 1.360
H 4.146 -2.252 -8.969
H -1.917 9.314 2.089
H -3.427 -5.992 0.499
H -2.958 -7.435 -1.829
H 4.066 1.273 -8.264
H 1.716 -1.160 8.718
H 0.996 -2.896 8.254
H -6.961 -2.040 0.955
H -4.396 -3.459 -0.460
H -2.427 -1.077 6.602
H 1.259 -1.753 -2.971
H 8.323 -2.204 -6.848
H 1.688 -1.598 0.490
H 1.328 4.732 2.919
H -0.218 4.550 -1.818
H 1.684 -0.437 6.251
H 1.964 0.797 0.077
H -2.528 -0.608 4.068
H 0.882 -2.171 5.749
H -4.510 -0.954 2.162
H -5.948 0.169 0.292
H 1.677 -2.313 2.331
H -6.945 -2.108 -0.929
H 0.502 4.916 -3.593
H -4.134 -8.760 -1.138
H -7.138 -4.569 -1.164
H -3.349 -1.768 0.788
H 2.419 -1.029 4.217
H -0.477 5.672 4.500
H -1.802 -1.083 -1.393
H 2.804 -0.143 -4.703
H 2.793 -2.352 7.638
H -4.329 -5.210 -1.760
H 1.963 0.866 4.076
H 1.652 4.721 -2.040
H -5.187 -3.693 1.247
H 2.511 2.687 -4.493
H 3.786 -0.019 1.693
H 3.285 -2.272 1.337
H -2.513 -8.295 -0.212
H -4.919 -7.173 0.816
H -1.282 -2.447 5.887